A cluster of 2 separate species, C6H8N2O2S in total in a non-equilibrium geometry, computed with the ωB97M-V functional and the def2-TZVPD basis.

Positions of all 19 atoms, in Å:
1 C 1.043 -1.582 -2.194
2 C -0.725 -0.429 -1.115
3 C 1.574 0.248 -0.501
4 C 0.752 -0.113 0.755
5 C 0.677 -0.196 -1.700
6 C -1.546 -0.840 1.006
7 N 1.121 -2.662 -2.563
8 N -0.516 -0.438 0.130
9 O -0.359 3.328 0.672
10 O -1.760 2.184 2.238
11 S -1.527 2.543 0.854
12 H 1.727 1.337 -0.729
13 H 2.425 -0.469 -0.592
14 H 1.041 -1.030 1.232
15 H 0.790 0.638 1.555
16 H 0.627 0.281 -2.704
17 H -1.091 -1.565 1.729
18 H -1.925 0.079 1.552
19 H -2.326 -1.316 0.377

The calculation puts the energy above the lowest of the compared OMol25 structures with the same formula, charge and spin at 4.276 eV. Its HOMO energy is -8.910 eV. For the largest force on an atom, the calculation gives 2.8 eV/A. The frontier orbital gap is 7.3 eV. Its total energy is -24258.4972 eV.